Below is 12 unconnected molecules or ions with the total composition C27H61N7O24 at a distorted geometry, with properties calculated with ωB97M-V with the def2-TZVPD basis set.

Output
LUMO energy (eV): -0.60
Total charge: 0
Gap between HOMO and LUMO (eV): 9.3
Structure (SMILES): C[N+](=O)[O-].C[N+](=O)[O-].C[N+](=O)[O-].C[N+](=O)[O-].C[N+](=O)[O-].C[N+](=O)[O-].C[N+](=O)[O-].CCOC(C)=O.CCOC(C)=O.CCOC(C)=O.CCOC(C)=O.CCOC(C)=O
Maximum force (eV/Å): 4.5
E_HOMO (eV): -9.9

Last column: Löwdin charge in e.
Positions of all 119 atoms, in Å:
C 18.45 -0.32 0.25  0.047
N 19.23 0.91 -0.04  -0.364
O 19.27 1.78 0.84  0.020
O 19.75 1.07 -1.17  0.023
H 19.08 -1.17 0.52  0.104
H 17.85 -0.55 -0.63  0.071
H 17.72 -0.05 1.01  0.082
C 14.22 -0.61 3.47  0.043
N 14.89 -0.94 2.17  -0.402
O 16.02 -1.41 2.24  0.035
O 14.29 -0.68 1.13  0.062
H 14.90 -0.85 4.28  0.094
H 13.26 -1.12 3.58  0.098
H 13.97 0.45 3.42  0.096
C 16.70 2.59 -3.66  0.051
N 17.08 1.52 -2.71  -0.342
O 17.56 0.42 -3.13  0.044
O 16.91 1.89 -1.50  0.029
H 17.62 3.08 -3.96  0.100
H 15.92 3.24 -3.25  0.111
H 16.38 2.06 -4.55  0.066
C 20.26 4.14 -1.71  0.049
N 21.67 4.65 -1.96  -0.420
O 22.50 4.34 -1.13  0.063
O 21.83 5.52 -2.80  0.043
H 19.59 4.97 -1.49  0.097
H 20.26 3.41 -0.89  0.058
H 19.96 3.63 -2.62  0.087
C 15.51 -4.48 0.89  0.069
N 16.08 -3.97 -0.42  -0.407
O 15.51 -4.31 -1.45  0.052
O 17.12 -3.31 -0.45  0.040
H 15.54 -3.70 1.65  0.079
H 16.22 -5.30 1.02  0.077
H 14.56 -4.98 0.72  0.100
C 18.52 2.08 4.13  0.049
N 17.16 1.63 4.34  -0.464
O 16.90 1.18 5.44  0.058
O 16.34 1.83 3.50  0.071
H 19.04 1.17 3.80  0.110
H 18.83 2.44 5.11  0.115
H 18.58 2.81 3.33  0.066
C 18.56 -6.00 2.61  0.045
N 19.22 -4.66 2.72  -0.430
O 20.03 -4.46 3.62  0.066
O 18.87 -3.81 1.93  0.050
H 17.50 -5.77 2.77  0.082
H 18.98 -6.73 3.30  0.098
H 18.63 -6.43 1.61  0.101
C 22.50 1.50 1.68  -0.054
C 23.32 2.63 2.26  -0.212
O 24.63 2.55 1.72  -0.021
C 25.64 3.14 2.40  -0.432
C 27.07 2.80 1.78  0.022
O 25.49 3.80 3.47  0.035
H 22.04 1.74 0.72  0.058
H 21.69 1.27 2.38  0.070
H 23.09 0.59 1.58  0.070
H 22.86 3.62 2.15  0.127
H 23.43 2.37 3.31  0.121
H 27.38 1.84 2.20  0.070
H 27.81 3.52 2.13  0.075
H 27.05 2.67 0.70  0.071
C 22.23 -1.24 -1.18  -0.060
C 23.23 -1.80 -0.23  -0.199
O 24.51 -1.08 -0.11  -0.014
C 25.64 -1.64 -0.60  -0.537
C 26.82 -0.75 -0.48  0.018
O 25.70 -2.77 -1.07  0.083
H 22.14 -0.15 -1.24  0.075
H 21.29 -1.72 -0.95  0.071
H 22.51 -1.65 -2.16  0.066
H 22.78 -1.68 0.76  0.109
H 23.34 -2.88 -0.39  0.125
H 27.68 -1.34 -0.79  0.092
H 26.87 -0.36 0.54  0.084
H 26.64 0.06 -1.18  0.095
C 22.92 -2.44 -6.09  -0.069
C 22.44 -3.24 -4.89  -0.225
O 21.09 -2.83 -4.61  -0.017
C 20.47 -3.25 -3.47  -0.519
C 19.19 -2.50 -3.19  0.018
O 20.88 -4.03 -2.64  0.089
H 23.14 -1.42 -5.76  0.075
H 22.17 -2.33 -6.88  0.076
H 23.80 -2.87 -6.56  0.078
H 22.47 -4.30 -5.13  0.122
H 23.10 -3.09 -4.04  0.116
H 18.44 -3.21 -2.85  0.076
H 18.78 -2.09 -4.11  0.080
H 19.27 -1.76 -2.39  0.066
C 21.01 8.64 1.73  -0.071
C 20.85 7.51 0.78  -0.253
O 19.71 6.72 0.96  -0.012
C 19.63 5.75 1.89  -0.464
C 18.30 4.96 1.81  0.016
O 20.41 5.53 2.84  0.059
H 21.49 8.25 2.62  0.082
H 20.07 9.12 1.99  0.085
H 21.60 9.46 1.30  0.083
H 20.81 7.87 -0.25  0.127
H 21.72 6.87 0.92  0.125
H 17.79 4.89 2.77  0.086
H 18.57 3.97 1.43  0.048
H 17.61 5.24 1.02  0.082
C 15.16 0.00 -6.19  -0.048
C 14.05 -0.83 -5.52  -0.212
O 14.40 -1.31 -4.25  0.009
C 14.30 -0.48 -3.23  -0.512
C 14.95 -1.00 -1.97  0.002
O 13.62 0.56 -3.19  0.059
H 15.27 0.98 -5.74  0.041
H 15.00 0.25 -7.24  0.078
H 16.14 -0.46 -6.10  0.081
H 13.07 -0.35 -5.45  0.123
H 13.96 -1.73 -6.14  0.120
H 15.11 -0.14 -1.31  0.070
H 15.87 -1.48 -2.32  0.071
H 14.42 -1.78 -1.43  0.081